{
  "formula": "C18H45Cl2O18S5",
  "method": "the ωB97M-V functional and the def2-TZVPD basis",
  "species": ["O", "C", "O", "O", "H", "Cl", "C", "C", "Cl", "H", "H", "H", "H", "O", "S", "O", "O", "C", "C", "C", "H", "H", "H", "H", "H", "H", "H", "H", "O", "S", "O", "O", "C", "C", "C", "H", "H", "H", "H", "H", "H", "H", "H", "O", "S", "O", "O", "C", "C", "C", "H", "H", "H", "H", "H", "H", "H", "H", "O", "S", "O", "O", "C", "C", "C", "H", "H", "H", "H", "H", "H", "H", "H", "O", "S", "O", "O", "C", "C", "C", "H", "H", "H", "H", "H", "H", "H", "H"],
  "xyz": [[-0.4383, 1.7206, 1.0772], [-0.3864, 0.4443, 0.8442], [-0.4127, -0.0302, -0.3210], [-0.2558, -0.3250, 1.8304], [-0.4171, 1.5931, 2.0285], [2.3986, 3.7086, -1.9985], [1.0974, 3.8578, -0.8687], [-0.2605, 3.6484, -1.6014], [-0.4736, 4.9117, -2.8398], [1.1919, 4.8365, -0.3982], [1.3167, 3.0493, -0.1713], [-1.0446, 3.6600, -0.8444], [-0.3275, 2.6671, -2.0712], [-5.3179, -1.5076, 1.5986], [-3.9232, -1.0264, 1.5478], [-2.8993, -2.0082, 1.2106], [-3.8052, 0.2226, 0.4338], [-4.6699, 1.3161, 0.6972], [-5.7158, 1.1052, -0.4300], [-3.3987, -0.1954, 3.1525], [-4.0344, 2.1952, 0.5903], [-5.1335, 1.4361, 1.6764], [-5.2797, 1.0570, -1.4278], [-6.5560, 1.7995, -0.4359], [-6.1320, 0.1003, -0.3579], [-3.5514, 0.8828, 3.1041], [-2.3472, -0.4049, 3.3490], [-4.0619, -0.5754, 3.9296], [4.3910, 0.1903, -0.2260], [3.5068, -0.4192, 0.7579], [2.2984, -1.1522, 0.4077], [4.4596, -1.2784, 1.8024], [5.7838, -0.8433, 2.0358], [6.6327, -2.1173, 2.3945], [3.0530, 0.8841, 1.9783], [5.7730, -0.1489, 2.8759], [6.3006, -0.3508, 1.2122], [7.6437, -1.9355, 2.7593], [6.6449, -2.8095, 1.5526], [6.2425, -2.6088, 3.2857], [2.4797, 0.4786, 2.8120], [2.4061, 1.5824, 1.4472], [3.9635, 1.4119, 2.2621], [-4.3739, -1.8708, -2.3308], [-2.9659, -1.8729, -2.6296], [-1.9701, -2.3178, -1.6433], [-2.6628, -2.5971, -4.1046], [-2.5744, -3.9963, -3.9938], [-2.8611, -4.4374, -5.3938], [-2.4296, -0.1400, -3.0868], [-3.2354, -4.4882, -3.2803], [-1.5662, -4.2077, -3.6373], [-2.3024, -4.0188, -6.2310], [-3.9385, -4.3620, -5.5409], [-2.7384, -5.5187, -5.4559], [-3.2005, 0.3313, -3.6965], [-1.5230, -0.2140, -3.6874], [-2.2364, 0.5090, -2.2327], [0.9005, -2.5385, -2.2990], [1.5467, -1.8672, -3.4493], [2.6605, -2.5229, -4.1509], [0.3867, -1.6451, -4.5528], [0.8068, -1.5789, -5.8955], [-0.4428, -1.1816, -6.7344], [1.8812, -0.1095, -3.0343], [1.2388, -2.4842, -6.3220], [1.6246, -0.8588, -5.9204], [-0.1791, -0.9183, -7.7587], [-0.8781, -0.2453, -6.3852], [-1.2180, -1.9440, -6.8123], [2.2418, 0.2570, -3.9955], [2.6521, -0.1810, -2.2671], [1.0201, 0.4398, -2.6535], [-1.5534, 1.2694, 5.6294], [-0.1645, 1.4357, 5.1556], [0.1388, 2.0778, 3.8446], [0.6655, 2.2805, 6.3599], [1.9228, 2.8622, 5.9735], [2.7213, 3.2021, 7.1298], [0.6455, -0.1806, 5.3439], [1.6707, 3.6833, 5.3024], [2.6045, 2.2593, 5.3736], [3.6969, 3.5794, 6.8233], [2.6880, 2.3988, 7.8658], [2.2216, 4.0305, 7.6320], [1.7102, -0.0136, 5.5070], [0.4969, -0.6822, 4.3876], [0.1310, -0.6450, 6.1852]],
  "mulliken_charge": [-0.423, 0.461, -0.551, -0.613, 0.244, -0.212, 0.533, 0.246, -0.233, 0.460, -0.754, 0.156, -0.156, -0.703, 1.255, -0.524, -0.093, -0.496, -1.100, -0.947, 0.306, 0.448, 0.223, 0.386, 0.299, 0.323, 0.105, 0.535, -0.747, 1.354, -0.502, -0.290, -0.173, -1.284, -0.545, 0.279, 0.326, 0.398, 0.303, 0.322, 0.145, -0.167, 0.552, -0.631, 0.984, -0.451, -0.108, -0.204, -1.275, -0.342, 0.439, 0.222, 0.215, 0.314, 0.429, 0.565, -0.159, -0.023, -0.492, 1.203, -0.690, -0.273, -0.285, -0.987, -0.473, 0.242, 0.418, 0.431, 0.284, 0.063, 0.465, 0.054, 0.007, -0.637, 1.140, -0.635, -0.350, 0.135, -1.372, -0.828, 0.285, 0.184, 0.387, 0.300, 0.323, 0.345, 0.268, 0.366],
  "orbital_gap_ev": 6.324,
  "lumo_energy_ev": 1.88,
  "energy_ev": -135468.9732,
  "largest_force_ev_per_a": 7.3,
  "charge": -1,
  "spin_multiplicity": 1,
  "e_homo_ev": -4.4
}

{
  "formula": "C3H4N2O3",
  "method": "the ωB97M-V functional and the def2-TZVPD basis",
  "species": ["C", "C", "C", "H", "H", "H", "H", "N", "N", "O", "O", "O"],
  "xyz": [[1.9167, 0.1853, 0.0552], [0.5587, -0.2072, -0.2430], [-0.5595, 0.7115, -0.3635], [2.3229, -0.7899, 0.6094], [2.6125, 0.3322, -0.8328], [1.9543, 0.7551, 0.9085], [-2.7166, -0.1318, 1.3475], [0.1023, -1.4723, -0.2638], [-1.6135, -0.1738, -0.4159], [-1.3223, -1.5198, -0.4490], [-2.7596, 0.4010, 0.1387], [-0.4960, 1.9095, -0.4913]],
  "mulliken_charge": [-0.948, 0.349, 0.649, 0.326, 0.258, 0.345, 0.380, -0.428, 0.226, -0.150, -0.415, -0.590],
  "orbital_gap_ev": 9.069,
  "lumo_energy_ev": -0.69,
  "energy_ev": -12291.1614,
  "largest_force_ev_per_a": 6.7,
  "spin_multiplicity": 1,
  "e_homo_ev": -9.8
}

{
  "formula": "C2H4OS",
  "method": "the ωB97M-V functional and the def2-TZVPD basis",
  "species": ["C", "C", "O", "S", "H", "H", "H", "H"],
  "xyz": [[-0.5735, 0.7369, 0.2081], [0.1291, -0.2809, -0.5854], [-0.3533, 0.9512, 1.3875], [1.1139, -1.4244, 0.4225], [-1.3336, 1.2337, -0.4745], [-0.6322, -0.7663, -1.2327], [0.7416, 0.2478, -1.2168], [0.9079, -0.6981, 1.4913]],
  "mulliken_charge": [0.184, -0.534, -0.500, -0.218, 0.261, 0.314, 0.342, 0.152],
  "orbital_gap_ev": 10.190,
  "lumo_energy_ev": 0.87,
  "energy_ev": -15020.6996,
  "largest_force_ev_per_a": 2.8,
  "spin_multiplicity": 1,
  "e_homo_ev": -9.3
}

{
  "formula": "C32H76Br4N5",
  "method": "the ωB97M-V functional and the def2-TZVPD basis",
  "species": ["N", "H", "H", "H", "H", "C", "C", "C", "N", "C", "C", "C", "C", "C", "H", "H", "H", "H", "H", "H", "H", "H", "H", "H", "H", "H", "H", "H", "H", "H", "H", "H", "C", "C", "C", "N", "C", "C", "C", "C", "C", "H", "H", "H", "H", "H", "H", "H", "H", "H", "H", "H", "H", "H", "H", "H", "H", "H", "H", "C", "C", "C", "N", "C", "C", "C", "C", "C", "H", "H", "H", "H", "H", "H", "H", "H", "H", "H", "H", "H", "H", "H", "H", "H", "H", "H", "C", "C", "C", "N", "C", "C", "C", "C", "C", "H", "H", "H", "H", "H", "H", "H", "H", "H", "H", "H", "H", "H", "H", "H", "H", "H", "H", "Br", "Br", "Br", "Br"],
  "xyz": [[0.4900, -1.1572, -0.1773], [-0.1633, -1.5177, 0.5444], [1.3504, -0.8165, 0.2743], [0.0246, -0.3293, -0.5937], [0.7122, -1.9292, -0.8259], [-0.1883, 6.5934, 5.4796], [-0.6558, 5.7874, 4.2603], [0.1752, 4.5479, 3.9729], [-0.4658, 3.6001, 2.9665], [-0.6336, 4.2790, 1.6502], [-1.7956, 3.0010, 3.4484], [-1.6585, 1.5113, 3.1345], [-0.4525, 1.3289, 2.2304], [0.4581, 2.4384, 2.7552], [0.6056, 7.3134, 5.2974], [0.0741, 5.9303, 6.3052], [-1.0297, 7.1882, 5.8381], [-0.5773, 6.3901, 3.3540], [-1.6849, 5.4628, 4.4141], [0.2948, 3.9642, 4.8875], [1.1371, 4.6954, 3.4803], [0.3123, 4.6281, 1.2363], [-1.3253, 5.1093, 1.7530], [-0.9855, 3.5679, 0.9020], [-2.5695, 3.5730, 2.9440], [-1.9078, 3.1301, 4.5235], [-2.5979, 1.2164, 2.6620], [-1.6330, 0.9661, 4.0790], [-0.7839, 1.4807, 1.2009], [-0.0496, 0.3220, 2.2729], [1.3080, 2.7767, 2.1624], [0.9405, 2.0787, 3.6693], [4.0330, 2.4975, 4.7404], [3.4596, 1.3497, 5.5536], [3.8658, 0.0207, 4.9302], [2.8376, -1.0497, 5.1884], [2.5353, -1.2047, 6.6727], [1.5346, -0.8585, 4.4102], [1.1574, -2.2231, 3.8684], [2.0395, -3.2600, 4.5539], [3.3124, -2.4209, 4.7171], [3.5282, 3.4500, 4.9246], [3.8319, 2.3632, 3.6676], [5.1069, 2.6810, 4.7432], [2.3784, 1.4408, 5.6695], [3.8464, 1.4153, 6.5746], [4.7851, -0.3994, 5.3350], [3.8945, 0.1164, 3.8419], [2.0817, -2.1470, 6.9618], [1.8000, -0.4480, 6.9351], [3.5149, -1.0637, 7.1207], [0.7905, -0.3300, 4.9986], [1.8069, -0.2701, 3.5380], [0.1039, -2.3549, 4.1206], [1.2445, -2.2828, 2.7862], [1.6206, -3.4347, 5.5463], [2.0236, -4.1653, 3.9581], [4.0757, -2.7653, 5.4106], [3.6931, -2.2025, 3.7154], [-5.2087, 2.5844, -2.6801], [-4.9266, 1.1959, -2.1067], [-3.7989, 0.5109, -2.8478], [-3.6108, -0.9486, -2.4146], [-3.7712, -1.1388, -0.9240], [-2.2062, -1.3811, -2.7861], [-2.3750, -2.8610, -3.0729], [-3.6360, -2.9007, -3.9237], [-4.5399, -1.8775, -3.1861], [-6.2148, 2.9731, -2.5890], [-4.9061, 2.6412, -3.7375], [-4.4339, 3.2852, -2.3475], [-5.8433, 0.5958, -2.1213], [-4.7249, 1.3646, -1.0488], [-2.8916, 0.9988, -2.4769], [-3.8639, 0.3831, -3.9238], [-3.2555, -2.0726, -0.7029], [-4.8086, -1.1070, -0.6161], [-3.1674, -0.3768, -0.4281], [-1.4061, -1.0495, -2.1289], [-2.0672, -0.9147, -3.7670], [-2.3309, -3.5152, -2.2037], [-1.5344, -3.1985, -3.6846], [-4.0441, -3.9070, -3.9129], [-3.4048, -2.5040, -4.9111], [-5.2167, -2.3499, -2.4803], [-5.1228, -1.3188, -3.9149], [0.3202, -5.2202, -6.8737], [1.0543, -3.8916, -7.0049], [0.5899, -2.9497, -5.8645], [1.4588, -1.7201, -5.7580], [1.6243, -0.9343, -7.0479], [2.8080, -2.0078, -5.1475], [3.2875, -0.8131, -4.3252], [1.9743, -0.2095, -3.8427], [0.8539, -0.8309, -4.6527], [-0.7629, -5.1957, -7.0071], [0.3360, -5.6107, -5.8493], [0.8330, -5.9423, -7.5046], [0.8429, -3.3666, -7.9377], [2.1348, -3.9855, -6.9065], [0.7113, -3.4966, -4.9292], [-0.4552, -2.6452, -5.9106], [2.1078, -0.0271, -6.6945], [0.6483, -0.8003, -7.4950], [2.3539, -1.5033, -7.6147], [3.4990, -2.4114, -5.8907], [2.7230, -2.8538, -4.4565], [3.8138, -0.1584, -5.0252], [4.0293, -1.1785, -3.6214], [2.0192, 0.8700, -3.9748], [1.7475, -0.4060, -2.7959], [0.2275, -0.0827, -5.1532], [0.0881, -1.3346, -4.0677], [0.9983, -3.7962, -1.9221], [3.0754, 0.5375, 1.2159], [-1.9870, -2.1377, 1.8975], [-1.2722, 1.4063, -1.4868]],
  "mulliken_charge": [0.818, -0.143, 0.068, -0.320, -0.137, -1.356, -0.243, -0.692, 0.613, -1.051, -0.455, -0.812, 1.514, -0.177, 0.350, 0.348, 0.369, 0.313, 0.367, 0.363, 0.349, 0.326, 0.348, 0.411, 0.326, 0.406, 0.381, 0.284, -0.930, -0.218, 0.371, -0.555, -1.395, 0.023, -0.866, 0.432, -0.913, 0.359, -0.133, -0.958, -0.604, 0.361, 0.231, 0.406, 0.259, 0.371, 0.519, 0.116, 0.387, 0.321, 0.353, 0.193, -0.587, 0.207, 0.091, 0.281, 0.454, 0.455, 0.458, -1.325, -0.335, 0.008, 0.830, -1.094, 1.024, -0.041, -0.763, -0.525, 0.354, 0.324, 0.315, 0.445, 0.276, -0.550, 0.523, 0.518, 0.291, 0.271, -1.379, 0.359, 0.380, -0.030, 0.411, 0.284, 0.327, 0.378, -1.379, -0.265, -0.674, 0.637, -1.071, -0.713, -0.837, -0.179, -0.030, 0.353, 0.371, 0.374, 0.335, 0.329, 0.058, 0.499, 0.487, 0.304, 0.377, 0.507, 0.429, 0.315, 0.431, 0.324, 0.048, 0.458, -0.697, -0.782, -0.732, -0.721, -0.886],
  "orbital_gap_ev": 7.575,
  "lumo_energy_ev": -1.70,
  "energy_ev": -322032.9191,
  "largest_force_ev_per_a": 2.3,
  "charge": 1,
  "spin_multiplicity": 1,
  "e_homo_ev": -9.3
}